[1]
Here is a molecular structure, C9H6N4PtS2Se2Te2 from the Open Molecules 2025 dataset. Energies are from ωB97M-V/def2-TZVPD.

Geometry as ORCA input:
```
! wB97M-V def2-TZVPD RIJCOSX def2/J DEFGRID3
* xyz -2 3
Pt 0.2381 -1.9916 0.5159
Se 1.0154 -1.4854 4.7095
Te 1.8215 -2.4306 2.6185
Te -0.6004 -4.1614 1.6746
Se -1.4290 -3.6429 -0.6577
S 0.6285 -0.2720 -1.1255
C 2.1323 -0.9680 -1.5766
S 2.4257 -2.4690 -0.8129
C 2.9982 -0.3529 -2.4846
C 4.2293 -0.9555 -2.8708
N 5.2398 -1.4113 -3.1971
C 2.6966 0.9081 -3.0717
N 2.4706 1.9381 -3.5455
N -2.3154 3.1126 -0.2782
C -2.0480 1.9527 0.4611
C -1.0611 1.9398 1.4429
C -0.7688 0.7459 2.0748
N -1.4027 -0.3992 1.8215
C -2.4059 -0.3576 0.9433
C -2.7666 0.7815 0.2441
H -1.4975 3.6918 -0.3984
H -2.7186 2.9050 -1.1799
H -0.4737 2.8250 1.6548
H 0.0334 0.6689 2.8025
H -2.8945 -1.3051 0.7409
H -3.5473 0.7332 -0.5056
*
```

The electronic energy is -6820.31641 hartree. For the HOMO-LUMO gap (spin up / spin down), the calculation gives 5.4407 / 5.3394 eV.

=====

[2]
Here is a single C18H27N3O3S molecule from the Open Molecules 2025 dataset. Energies are from ωB97M-V/def2-TZVPD.

Geometry as ORCA input:
```
! wB97M-V def2-TZVPD RIJCOSX def2/J DEFGRID3
* xyz 0 1
C 4.5115 2.8347 2.6085
C 4.5762 1.2344 2.2516
C 3.5331 0.8635 0.9978
C 1.9820 1.1949 1.3008
C 1.6500 0.5502 2.8087
C 0.8479 0.7539 0.2490
C -0.7674 0.9829 0.6253
O -1.2449 1.6157 1.8677
C -1.9643 0.5147 -0.4459
C -3.5744 0.7544 -0.1278
N -3.9836 0.3607 1.2821
C -4.6722 1.6284 1.8258
C -1.6160 -0.2217 -1.9068
C -2.7388 -0.7385 -2.9817
S -3.1703 -2.5369 -2.5239
C -2.3381 -2.9169 -0.8700
C -2.6312 -4.4695 -0.3446
C -0.0293 -0.4117 -2.2471
C 1.1310 0.0818 -1.2057
C 2.4964 -0.2682 -1.9865
O 3.7021 0.2650 -2.1327
N 2.0786 -1.5234 -2.7822
N 2.9128 -1.6367 -3.9159
C 0.7943 -1.0584 -3.5017
O 0.4286 -1.1917 -4.7785
H 5.1652 3.0723 3.5656
H 3.4339 3.2445 2.8133
H 4.9582 3.4097 1.6709
H 5.6625 1.0136 1.8376
H 4.4266 0.5377 3.1843
H 3.6284 -0.2733 0.7217
H 3.8854 1.5809 0.1106
H 1.8910 2.3741 1.4637
H 1.8309 1.4058 3.6108
H 2.4206 -0.3149 3.0973
H 0.5897 0.0614 2.8756
H -1.3227 2.6114 1.7813
H -4.2923 0.1874 -0.8586
H -3.7676 1.9166 -0.3207
H -4.7545 -0.3639 1.1825
H -4.9315 1.5185 2.9802
H -3.9770 2.5810 1.7465
H -5.6800 1.7442 1.2204
H -2.1952 -0.7574 -4.0444
H -3.7066 -0.0817 -3.0189
H -2.7557 -2.2139 -0.0133
H -1.1561 -2.8330 -0.9835
H -2.3059 -5.2492 -1.1568
H -3.7941 -4.5142 -0.1064
H -2.0040 -4.6112 0.6527
H 2.9731 -0.7313 -4.4309
H 3.8637 -1.9765 -3.6478
*
```

The electronic energy is -1489.68474 hartree. Its SMILES is CCC[C@H](C)c1c(O)c(CNC)c(CSCC)c2c1C(=O)N(N)C2=O. For the HOMO-LUMO gap, the calculation gives 7.7155 eV.

=====

[3]
Here is a molecular structure, C57H46N6O3P2PdS4 from the Open Molecules 2025 dataset. Energies are from ωB97M-V/def2-TZVPD.

Geometry as ORCA input:
```
! wB97M-V def2-TZVPD RIJCOSX def2/J DEFGRID3
* xyz 0 1
Pd -0.0031 0.3675 0.2443
C 5.5571 5.4738 0.3711
C 4.6261 4.5354 -0.4033
C 4.9114 4.6444 -1.9159
C 4.8463 3.0851 0.0109
C 6.0925 2.5528 0.3191
C 6.2450 1.2111 0.6363
C 5.1546 0.3564 0.6298
C 3.9005 0.8493 0.2973
P 2.3737 -0.1679 0.1980
C 2.6385 -0.9630 -1.4372
C 1.6146 -0.9425 -2.3838
C 1.7559 -1.6078 -3.5927
C 2.9337 -2.2799 -3.8773
C 3.9764 -2.2663 -2.9617
C 3.8329 -1.6115 -1.7501
C 2.8477 -1.4285 1.4203
C 3.0306 -2.7761 1.1462
C 3.3815 -3.6481 2.1685
C 3.5477 -3.1791 3.4603
C 3.3514 -1.8327 3.7434
C 3.0040 -0.9641 2.7284
C 3.7760 2.2016 0.0127
O 2.5020 2.5883 -0.2318
C 2.2040 3.9009 -0.0746
C 0.8655 4.1571 0.1818
C 0.4398 5.4792 0.2058
C 1.3611 6.5005 0.0465
C 2.7085 6.2115 -0.1125
C 3.1642 4.9006 -0.1699
P -0.2935 2.7563 0.4834
C -1.4020 3.2343 -0.8865
C -2.4440 4.1423 -0.7661
C -3.1804 4.4920 -1.8861
C -2.8696 3.9531 -3.1243
C -1.8272 3.0441 -3.2503
C -1.0987 2.6828 -2.1300
C -1.1452 3.2434 2.0090
C -2.2860 2.5069 2.3389
C -3.0140 2.8308 3.4705
C -2.5772 3.8430 4.3107
C -1.4105 4.5355 4.0202
C -0.6962 4.2448 2.8680
H 6.5997 5.2383 0.1643
H 5.3835 5.3872 1.4441
H 5.4028 6.5102 0.0765
H 5.9457 4.3671 -2.1270
H 4.7410 5.6661 -2.2594
H 4.2522 3.9776 -2.4737
H 6.9672 3.1883 0.3203
H 7.2252 0.8294 0.8888
H 5.2772 -0.6831 0.9038
H 0.7007 -0.4114 -2.1626
H 0.9433 -1.6065 -4.3077
H 3.0417 -2.8130 -4.8130
H 4.9047 -2.7743 -3.1895
H 4.6533 -1.6081 -1.0448
H 2.9223 -3.1469 0.1354
H 3.5202 -4.6990 1.9486
H 3.8224 -3.8618 4.2543
H 3.4565 -1.4709 4.7576
H 2.8493 0.0898 2.9351
H -0.6080 5.7035 0.3568
H 1.0329 7.5313 0.0523
H 3.4089 7.0284 -0.2214
H -2.7042 4.5470 0.2042
H -4.0128 5.1769 -1.7911
H -3.4479 4.2316 -3.9966
H -1.5910 2.6117 -4.2147
H -0.2812 1.9731 -2.2037
H -2.6134 1.7085 1.6924
H -3.9020 2.2606 3.7088
H -3.1382 4.0857 5.2037
H -1.0559 5.3042 4.6943
H 0.2004 4.8031 2.6379
N -7.4014 -1.5220 -4.3664
C -6.4685 -1.2058 -3.4017
C -6.4790 -1.8556 -2.1615
C -5.6128 -1.4686 -1.1591
C -4.7169 -0.4380 -1.3868
C -4.6782 0.2070 -2.6111
C -5.5415 -0.1815 -3.6182
S -3.7190 0.1873 -0.0588
O -3.8248 1.6206 -0.1214
O -4.1232 -0.4333 1.1728
N -2.1313 -0.1714 -0.4032
C -1.8442 -1.4906 -0.4011
N -2.7943 -2.4388 -0.4651
C -2.4142 -3.6949 -0.3626
C -1.0873 -4.0764 -0.2110
C -0.1677 -3.0509 -0.2146
N -0.5237 -1.7801 -0.3495
H -7.9192 -2.3753 -4.2642
H -7.2448 -1.2049 -5.3051
H -7.1918 -2.6519 -1.9817
H -5.6210 -1.9439 -0.1878
H -3.9873 1.0253 -2.7517
H -5.5229 0.3276 -4.5752
H -3.2078 -4.4355 -0.4038
H -0.7870 -5.1067 -0.1024
H 0.8935 -3.2426 -0.1183
S 0.3211 1.1175 7.7400
C 0.3575 0.1712 6.3822
S -0.1525 0.8334 4.8499
C 0.1227 -0.7288 4.0633
N 0.5952 -1.5957 4.8915
N 0.7244 -1.1269 6.1803
C 1.2701 -2.0687 7.1066
C 1.7063 -3.2953 6.5905
C 2.2705 -4.2426 7.4254
C 2.4124 -3.9940 8.7825
C 1.9657 -2.7889 9.2944
C 1.3906 -1.8284 8.4731
S -0.2460 -1.0761 2.4405
H 1.5848 -3.4820 5.5363
H 2.6002 -5.1869 7.0100
H 2.8607 -4.7337 9.4335
H 2.0572 -2.5792 10.3523
H 1.0409 -0.9094 8.9041
*
```

The electronic energy is -5157.32211 hartree. For the HOMO-LUMO gap (spin up / spin down), the calculation gives 5.1253 / 4.9742 eV.

=====

[4]
Here is 4 unconnected molecules or ions with the total composition CH10N2O3 from the Open Molecules 2025 dataset. Energies are from ωB97M-V/def2-TZVPD.

Geometry as ORCA input:
```
! wB97M-V def2-TZVPD RIJCOSX def2/J DEFGRID3
* xyz 0 1
H -1.0590 2.8883 1.1019
N -0.4339 2.2973 0.5503
C -0.1566 1.2734 1.2649
N 0.7127 0.3112 0.9129
H -0.6564 1.0979 2.2239
H 0.7267 -0.5445 1.4454
H 1.2302 0.3972 0.0614
O -0.1189 -1.4052 -1.5003
H -0.6670 -0.6179 -1.6615
H -0.4449 -2.0557 -2.1308
O -0.0402 1.4275 -2.2308
H -0.1996 1.8984 -1.3890
H 0.6686 0.8182 -1.9987
O 0.5204 -2.6073 1.2067
H -0.2096 -2.8943 1.7603
H 0.1276 -2.2845 0.3834
*
```

The electronic energy is -379.33823 hartree. Its SMILES is [H]/N=C/N.O.O.O. For the HOMO-LUMO gap, the calculation gives 10.0220 eV.

=====

ΔE to the lowest compared entry with this formula, charge and spin
In order: 0.0 403.2 13.2 5.9
Unit: kcal per mole